No. 1
{
  "formula": "C3H5NO2",
  "method": "ωB97M-V/def2-TZVPD",
  "symbols": ["N", "C", "O", "C", "C", "O", "H", "H", "H", "H", "H"],
  "positions_angstrom": [[1.55166, 1.27173, -0.17717], [0.61223, 0.49133, 0.10053], [-0.66828, 0.99671, 0.36695], [-1.17538, 2.02920, -0.28097], [-0.53470, -1.59738, 0.28010], [0.67476, -0.83073, 0.24683], [2.41223, 0.75821, -0.35087], [-0.40253, 2.29561, -1.05589], [-1.24557, -1.17854, 0.99723], [-0.23298, -2.59916, 0.58695], [-0.99144, -1.63698, -0.71370]],
  "atomic_forces_ev_per_a": [[-0.197, -0.242, 0.054], [0.313, 0.167, -0.186], [-0.208, 0.178, -0.100], [0.464, -0.204, -0.149], [-0.319, -0.156, 0.109], [0.086, 0.184, 0.045], [-0.067, 0.030, 0.014], [-0.256, -0.011, 0.276], [0.148, -0.148, -0.135], [-0.041, 0.168, -0.065], [0.077, 0.033, 0.136]],
  "largest_force_ev_per_a": 0.528,
  "charge": 0,
  "de_lowest_kj_mol": 433.7,
  "lumo_ha": 0.0094,
  "orbital_gap_ev": 9.34
}

***

No. 2
{
  "formula": "C3H5NO2",
  "method": "ωB97M-V/def2-TZVPD",
  "symbols": ["O", "C", "C", "N", "C", "O", "H", "H", "H", "H", "H"],
  "positions_angstrom": [[0.01304, 1.84989, -0.77333], [-0.50079, 0.98289, 0.22399], [-0.80931, -0.39851, -0.32188], [-0.61518, -1.46018, 0.34975], [2.14474, -0.90215, 0.25052], [2.52560, -1.94364, 0.50866], [0.83132, 2.24152, -0.44958], [0.14926, 0.90079, 1.09833], [-1.46922, 1.40031, 0.56328], [-1.27540, -0.38696, -1.31640], [-0.99407, -2.28396, -0.13335]],
  "atomic_forces_ev_per_a": [[0.204, -0.066, -0.013], [-0.477, -0.213, 0.286], [-0.104, -0.019, 0.046], [-0.397, 0.396, -0.233], [0.838, -1.511, 0.444], [-0.524, 1.507, -0.404], [-0.122, -0.150, -0.119], [-0.013, -0.046, -0.113], [0.282, -0.180, -0.008], [0.062, -0.030, 0.067], [0.252, 0.311, 0.048]],
  "largest_force_ev_per_a": 1.784,
  "charge": 0,
  "de_lowest_kj_mol": 183.7,
  "lumo_ha": 0.0346,
  "orbital_gap_ev": 11.03
}

***

No. 3
{
  "formula": "C3H5NO2",
  "method": "ωB97M-V/def2-TZVPD",
  "symbols": ["C", "C", "O", "O", "C", "N", "H", "H", "H", "H", "H"],
  "positions_angstrom": [[-1.35120, 0.36986, -0.39102], [-0.15278, -0.54180, -0.48127], [-0.14495, -1.66412, -0.88353], [0.23679, -0.64831, 1.70145], [1.18242, -0.02975, 1.22479], [1.15050, 0.17781, -0.09905], [-2.24410, -0.14927, -0.03082], [-1.16101, 1.24556, 0.23198], [-1.54001, 0.69912, -1.41759], [2.01137, 0.34406, 1.83878], [1.89643, 0.63160, -0.62692]],
  "atomic_forces_ev_per_a": [[-0.019, 0.030, -0.084], [0.152, 0.069, -0.834], [0.188, 0.786, -0.018], [0.439, 0.268, 0.751], [-0.228, -0.193, 0.383], [-0.264, -0.369, 0.192], [0.334, -0.096, -0.107], [0.035, -0.198, -0.099], [-0.077, 0.087, 0.051], [0.075, 0.096, -0.211], [-0.635, -0.481, -0.022]],
  "largest_force_ev_per_a": 0.910,
  "charge": 0,
  "smiles": "CC(=O)NC=O",
  "de_lowest_kj_mol": 103.3,
  "lumo_ha": 0.0296,
  "orbital_gap_ev": 10.96
}

***

Number 1: HOMO energy -9.08 eV. Number 2: HOMO energy -10.09 eV. Number 3: HOMO energy -10.15 eV.